# 1
Here is a 9-piece molecular cluster, C28H73N4O12S overall from the Open Molecules 2025 dataset. Energies are from wB97M-V/def2-TZVPD.

```
118
C28H73N4O12S, DFT wB97M-V/def2-TZVPD
C -8.67396 4.60525 -2.08412
C -9.34699 3.21921 -2.23920
C -9.18782 2.59845 -3.63814
N -7.76508 2.65067 -4.00341
N -7.53069 1.90390 -5.20289
C -7.34998 0.57386 -4.93083
N -8.37808 -0.27740 -5.34636
S -8.16783 -0.83502 -6.96725
N -6.29805 0.16637 -4.33016
C -6.06430 -1.25434 -3.99977
C -6.52931 -1.48217 -2.52859
C -6.15441 -2.87022 -1.97448
C -6.66308 -4.09320 -2.77830
O -7.91923 -4.61157 -2.32074
C -8.94722 -3.77300 -2.50012
O -9.93876 -3.90759 -1.93289
C -5.27137 1.09462 -3.87251
O -3.98446 0.61609 -4.17207
C -3.02656 1.02113 -3.24625
C -3.04597 0.52398 -1.81167
O -2.17970 1.71870 -3.59029
H -8.47998 5.08773 -3.05259
H -9.26856 5.30221 -1.49328
H -7.69167 4.51017 -1.61104
H -8.88993 2.53426 -1.51579
H -10.40017 3.32067 -1.96448
H -9.57133 1.57731 -3.58578
H -9.79730 3.19148 -4.34060
H -7.46464 3.59594 -4.21375
H -8.30494 1.97581 -5.86391
H -8.54608 -1.02734 -4.68507
H -9.09454 -0.07850 -7.61778
H -5.02311 -1.53506 -4.15267
H -6.67379 -1.91446 -4.61579
H -6.04735 -0.72256 -1.90310
H -7.60778 -1.28456 -2.50764
H -6.59879 -2.93340 -0.97401
H -5.06892 -2.95151 -1.86507
H -5.94729 -4.89911 -2.60988
H -6.65456 -3.90152 -3.85969
H -8.88523 -2.93066 -3.21855
H -5.38621 1.18036 -2.78276
H -5.38112 2.10420 -4.26856
H -2.13908 0.76830 -1.27196
H -3.85414 1.07907 -1.30452
H -3.31514 -0.53390 -1.74114
C 0.15087 4.96519 -1.99931
C 0.88006 3.91181 -1.18720
O -0.04050 2.95517 -0.66009
H -0.59055 5.47711 -1.38347
H 0.84853 5.70419 -2.39720
H -0.38676 4.50562 -2.83374
H 1.39720 4.36782 -0.34459
H 1.61870 3.38953 -1.80272
H -0.48961 2.54398 -1.40768
C 3.45882 0.69551 1.28767
C 3.39568 1.90307 2.20272
O 2.79977 3.01761 1.53927
H 4.03107 0.92991 0.38758
H 3.92227 -0.15443 1.78573
H 2.45454 0.40582 0.96426
H 4.39702 2.20506 2.50824
H 2.81442 1.67400 3.10219
H 1.90831 2.75652 1.27682
C 1.82827 7.92394 -5.06692
C 1.22630 8.62379 -3.86260
O -0.12650 8.99054 -4.12221
H 1.78870 8.57264 -5.94275
H 2.86738 7.64654 -4.88114
H 1.26377 7.01957 -5.31007
H 1.77796 9.53467 -3.63537
H 1.25556 7.97515 -2.98094
H -0.61530 8.18284 -4.31385
C 5.15941 -3.90964 3.21663
C 4.07722 -3.56077 2.21471
O 4.38686 -2.34165 1.53998
H 5.27499 -3.11248 3.94758
H 4.92346 -4.83518 3.74195
H 6.12326 -4.02574 2.71509
H 3.11890 -3.42254 2.71659
H 3.96572 -4.35746 1.46985
H 5.23099 -2.46567 1.09053
C 9.33094 -1.08794 4.13622
C 8.71208 -1.83379 2.96956
O 7.34971 -1.44926 2.77515
H 8.77091 -1.27922 5.05240
H 10.36138 -1.38613 4.28807
H 9.30227 -0.00884 3.96093
H 8.72213 -2.90803 3.15496
H 9.26911 -1.63651 2.04720
H 7.33637 -0.50176 2.59979
C 5.49001 -6.24504 7.93555
C 6.13383 -5.74343 6.65629
O 5.54510 -4.51552 6.23541
H 4.41852 -6.38996 7.79097
H 5.93317 -7.19037 8.25332
H 5.61078 -5.51558 8.74020
H 5.99394 -6.46375 5.85063
H 7.20870 -5.59073 6.79983
H 5.67655 -3.87209 6.94090
C -0.00216 -2.39621 1.45723
C -1.08473 -2.04683 0.45690
O -0.77567 -0.82546 -0.21596
H 0.11197 -1.59601 2.18940
H -0.23862 -3.32310 1.98239
H 0.96276 -2.51395 0.95795
H -2.04182 -1.90867 0.96083
H -1.19712 -2.84415 -0.28646
H 0.06677 -0.94924 -0.66898
C 11.42468 -2.82204 7.79281
C 12.06778 -2.33332 6.50839
O 11.49435 -1.09645 6.08997
H 10.34975 -2.95004 7.65548
H 11.85487 -3.77367 8.10931
H 11.56244 -2.09320 8.59520
H 11.91067 -3.05296 5.70481
H 13.14532 -2.19745 6.64366
H 11.64098 -0.45394 6.79356
```

Charge: +1


# 2
Here is a 6-piece molecular cluster, C28H74N6O8 overall from the Open Molecules 2025 dataset. Energies are from wB97M-V/def2-TZVPD.

```
116
C28H74N6O8, DFT wB97M-V/def2-TZVPD
C 0.66944 6.19715 7.54343
O 1.25346 4.92082 7.62785
C 2.15380 4.67337 8.64647
C 3.44488 5.42354 8.30879
C 4.08715 5.11685 7.00118
N 4.54331 5.30617 9.31488
H -0.16174 6.35681 6.85659
H 1.42900 6.95955 7.37043
H 0.24882 6.46154 8.51362
H 1.68559 4.92157 9.59899
H 2.34319 3.60923 8.78732
H 3.23920 6.48975 8.40360
H 3.37000 5.41380 6.23591
H 4.31170 4.05240 6.93317
H 4.98118 5.68253 6.73888
H 5.20521 5.98999 8.97671
H 4.23167 5.68413 10.19813
C 3.42974 1.67857 -3.78048
O 3.49043 2.57664 -4.89465
C 2.75804 3.75817 -4.73358
C 3.21966 4.64724 -3.62382
C 2.23295 5.71822 -3.26867
N 4.45448 5.24516 -3.97087
H 2.43712 1.62926 -3.33285
H 4.05601 2.08462 -2.98612
H 3.87191 0.69015 -3.90540
H 2.72692 4.30218 -5.67761
H 1.71459 3.44302 -4.73198
H 3.35498 4.11301 -2.68341
H 1.93169 6.25681 -4.16714
H 2.57999 6.49643 -2.58893
H 1.31456 5.21640 -2.96399
H 4.63350 5.73840 -3.10787
H 5.12253 4.51784 -4.18256
C -4.53377 0.23343 2.11200
O -3.38283 1.10327 1.94436
C -2.18743 0.41729 2.30221
C -0.95325 1.31372 2.02554
C 0.42010 0.76504 2.47394
N -1.13727 2.64718 2.45097
H -4.68362 -0.56962 1.39037
H -5.42228 0.85653 2.00996
H -4.64572 -0.11821 3.13762
H -2.10412 0.16836 3.36013
H -2.14028 -0.57333 1.84993
H -0.97204 1.32515 0.93576
H 1.20833 1.40813 2.08251
H 0.48998 -0.22608 2.02573
H 0.51755 0.70520 3.55793
H -0.98914 2.67632 3.44962
H -2.12660 2.68845 2.25190
C 3.60131 -5.41975 7.85494
O 2.46649 -6.01240 7.12891
C 1.53250 -6.66079 7.94403
C 0.18506 -6.93523 7.14311
C -0.50525 -5.75651 6.52405
N -0.81899 -7.58673 7.92835
H 3.32621 -4.63427 8.55881
H 4.32696 -5.06630 7.12240
H 4.07112 -6.23438 8.40607
H 1.94638 -7.62440 8.24109
H 1.22375 -6.05421 8.79540
H 0.34235 -7.62092 6.31052
H -1.32113 -5.82183 5.80421
H 0.31793 -5.13378 6.17380
H -0.96294 -5.11064 7.27336
H -0.89695 -6.86195 8.62743
H -0.28129 -8.29992 8.39987
C 3.88064 -11.87761 -5.70486
O 3.18696 -10.82244 -6.30437
C 2.85414 -10.96544 -7.69542
C 2.47609 -9.57719 -8.27376
N 1.49155 -8.90553 -7.40528
C 0.92985 -7.72432 -8.00640
C 0.02899 -7.12240 -6.89085
O 0.84626 -6.39339 -5.94503
C 0.07402 -5.93357 -4.87403
H 4.91170 -11.87694 -6.05841
H 3.47218 -12.84034 -6.01212
H 3.71717 -11.78880 -4.63086
H 2.00707 -11.62325 -7.89000
H 3.73865 -11.35371 -8.20037
H 2.11483 -9.72377 -9.29165
H 3.34326 -8.92386 -8.37009
H 2.04294 -8.66291 -6.59459
H 0.20194 -7.98888 -8.77338
H 1.63051 -6.94348 -8.30216
H -0.55489 -7.89344 -6.38820
H -0.68969 -6.41667 -7.30745
H -0.52366 -5.09788 -5.23803
H 0.74028 -5.62784 -4.06735
H -0.54762 -6.67230 -4.36810
C -6.10246 2.43454 -5.49749
O -5.35625 3.38667 -4.82809
C -5.62602 3.48145 -3.44711
C -5.21962 4.80192 -2.92553
N -5.83685 5.92149 -3.65754
C -5.21809 7.24412 -3.64127
C -5.05153 7.89792 -2.29453
O -4.59164 9.24706 -2.49239
C -4.50593 10.02957 -1.31106
H -5.84205 1.41617 -5.20902
H -5.99341 2.50892 -6.57946
H -7.16354 2.60378 -5.31426
H -5.08206 2.82906 -2.76403
H -6.67922 3.25672 -3.27864
H -4.14021 4.94331 -2.98028
H -5.28442 4.88074 -1.84032
H -5.94424 5.51699 -4.57675
H -5.85523 7.87961 -4.25634
H -4.31371 7.17613 -4.24589
H -4.43142 7.29714 -1.62923
H -6.01109 7.90258 -1.77749
H -4.25930 11.08143 -1.45555
H -3.68284 9.70854 -0.67266
H -5.45756 9.95206 -0.78525
```

Energy relative to the best compared isomer or geometry (same formula, charge and spin), kcal/mol: 62.8


# 3
Here is a 11-piece molecular cluster, C28H75N2O12 overall from the Open Molecules 2025 dataset. Energies are from wB97M-V/def2-TZVPD.

```
117
C28H75N2O12, DFT wB97M-V/def2-TZVPD
C 0.23126 -0.15030 -0.49538
C -0.87206 -1.07063 -0.04336
O -1.11811 -2.05936 -0.70494
O -1.53056 -0.66031 0.96461
H 0.95028 -0.77660 -1.03930
H 0.88699 0.12462 0.36160
H -0.06266 0.60875 -1.14324
C -3.31368 0.10658 -2.01512
O -3.73528 -0.07869 -0.66683
H -3.07179 -0.87347 -2.42482
H -2.45190 0.82580 -2.02039
H -4.16805 0.50993 -2.57704
H -2.90612 -0.38335 -0.23410
C -4.10125 -2.74705 0.92314
O -5.45022 -3.02220 1.08074
N -3.56073 -3.05518 -0.18130
N -3.45380 -2.11509 1.83957
H -4.19223 -3.44628 -0.92412
H -2.60073 -2.79344 -0.51209
H -3.73635 -1.87003 2.81719
H -2.50340 -1.83775 1.56509
C -0.67056 -3.71374 2.31207
C 0.38889 -2.75644 2.78508
C 1.60484 -2.43154 1.85761
O -0.12629 -1.64233 3.00383
H -1.46902 -3.80655 3.02217
H -0.28354 -4.68580 2.00263
H -1.16352 -3.33973 1.38832
H 0.80908 -3.06930 3.70377
H 1.27724 -2.06814 0.87499
H 2.24171 -3.31938 1.69490
H 2.27471 -1.67870 2.22425
H -0.45409 -1.20861 2.25680
C -1.83800 4.36070 0.81152
C -1.21317 3.02015 0.59131
C 0.14876 2.87304 1.23721
O -1.90228 1.99549 0.83473
H -1.24458 5.11544 0.30156
H -2.01579 4.59252 1.85417
H -2.74927 4.32791 0.22949
H -1.05355 3.03498 -0.47359
H 0.65796 3.83420 1.04279
H 0.80596 2.07198 0.85661
H 0.02619 2.65264 2.34768
H -1.41644 1.17891 0.76552
C 3.60204 0.99373 -0.15464
C 3.97653 0.99893 -1.61060
C 2.92823 0.43089 -2.39447
O 4.20476 2.11499 -2.03004
H 2.66512 1.58354 -0.06926
H 4.39738 1.51140 0.45748
H 3.54862 0.02875 0.34542
H 4.87128 0.43037 -1.77243
H 3.10603 0.32012 -3.48695
H 1.91786 0.92300 -2.20072
H 2.88704 -0.64632 -2.13729
H 4.52903 2.15634 -2.92639
C 1.16822 0.94249 -5.28496
C -0.15874 0.20438 -5.22762
C -0.35276 -0.57624 -3.91420
O -1.21785 0.82809 -5.48914
H 2.02713 0.32120 -5.46776
H 1.34076 1.53339 -4.40350
H 1.04483 1.58721 -6.21448
H -0.02349 -0.51663 -6.06738
H -1.12577 -1.28372 -3.91642
H -0.58117 0.11443 -3.15696
H 0.54399 -1.20215 -3.69990
H -1.83105 0.18450 -5.83420
C 2.17374 -5.17475 -2.52332
C 1.05938 -4.27297 -1.98410
C 0.68175 -4.74093 -0.58144
O 1.22967 -3.03358 -1.93180
H 3.15370 -4.87224 -2.12881
H 2.23396 -5.18213 -3.55893
H 2.08189 -6.19625 -2.18743
H 0.18274 -4.50795 -2.54806
H -0.06764 -4.19788 -0.12531
H 1.56751 -4.67176 0.09301
H 0.50080 -5.75251 -0.55263
H 0.40064 -2.65150 -1.60583
C 0.95021 3.69273 -2.08657
C -0.22387 3.69821 -3.04954
C 0.06188 4.17838 -4.50988
O -0.88270 2.64562 -3.14627
H 1.91412 3.71336 -2.56483
H 0.97194 2.83429 -1.41115
H 0.86486 4.46691 -1.35038
H -0.94712 4.40377 -2.55912
H 0.56109 5.07638 -4.35356
H -0.82431 4.19058 -5.09547
H 0.70444 3.53703 -5.07964
H -0.41940 2.05227 -3.70434
C -3.55361 0.77215 5.51305
C -2.44758 0.24029 4.59983
C -1.69952 1.27684 3.86573
O -1.68989 -0.59983 5.06232
H -4.12051 1.41324 4.97691
H -3.18083 1.33747 6.31960
H -4.15641 -0.06385 5.88278
H -3.08688 -0.20906 3.84434
H -1.23641 0.75463 3.05410
H -1.03168 1.73326 4.53330
H -2.28589 2.10823 3.51823
H -1.19147 -0.98241 4.30178
C 2.95406 1.28386 3.03680
C 1.76873 0.93919 3.94224
C 2.01851 -0.21740 4.87297
O 1.36242 1.89795 4.59691
H 3.21010 0.38359 2.50869
H 3.82628 1.48521 3.60891
H 2.67573 2.09010 2.39455
H 0.97179 0.64037 3.27355
H 1.09502 -0.76370 5.16728
H 2.60208 0.07654 5.71705
H 2.62308 -1.04079 4.51315
H 1.30076 2.65274 4.00239
```

Charge: -1


# 4
Here is a 9-piece molecular cluster, C28H77N6O11 overall from the Open Molecules 2025 dataset. Energies are from wB97M-V/def2-TZVPD.

```
122
C28H77N6O11, DFT wB97M-V/def2-TZVPD
N -13.93266 -13.11251 -10.99677
O -13.19058 -12.52820 -11.79620
O -14.63190 -12.50317 -10.11985
O -14.05693 -14.32810 -11.08798
C -17.55047 -10.87630 -9.12518
C -17.58373 -10.49303 -10.58252
O -17.05426 -11.56196 -11.43903
H -16.60576 -11.40863 -8.88009
H -18.38664 -11.58454 -8.79510
H -17.61275 -9.96397 -8.45623
H -16.90534 -9.62702 -10.62589
H -18.57439 -10.25621 -10.95658
H -16.33493 -11.92992 -10.90457
C -12.09157 -14.62005 -8.32298
C -13.09097 -15.79631 -8.29759
C -12.98017 -16.54533 -6.97791
O -14.40067 -15.33776 -8.43439
H -11.90407 -14.28561 -9.34032
H -11.13031 -15.01538 -7.86590
H -12.41260 -13.78691 -7.68786
H -12.91797 -16.41457 -9.18500
H -12.02094 -16.95143 -6.79946
H -13.70499 -17.37561 -7.12512
H -13.31913 -15.96659 -6.12284
H -14.49930 -14.79717 -9.24887
C -12.20569 -8.03025 -8.86979
C -12.57476 -9.43482 -9.32648
C -11.91436 -10.47804 -8.37476
O -13.99227 -9.60560 -9.36294
H -12.34314 -7.92952 -7.79446
H -12.80699 -7.28583 -9.35010
H -11.14060 -7.91987 -9.19373
H -12.17332 -9.42948 -10.37284
H -10.83893 -10.33621 -8.25942
H -12.08671 -11.48829 -8.72524
H -12.42075 -10.37386 -7.41121
H -14.10677 -10.52938 -9.67509
C -11.11227 -15.50663 -13.29438
C -10.85621 -14.14329 -13.84509
C -9.73240 -14.35466 -14.81780
O -10.18584 -14.90301 -16.02999
C -9.12599 -14.83779 -17.01392
N -12.00715 -13.55144 -14.47996
H -12.01767 -15.58239 -12.65869
H -10.26058 -15.82659 -12.73852
H -11.18504 -16.26022 -14.09820
H -10.52234 -13.37823 -13.12825
H -9.01066 -14.99974 -14.25450
H -9.27426 -13.33230 -14.97231
H -8.69405 -13.87144 -17.16868
H -9.50351 -15.18624 -17.97785
H -8.30805 -15.48042 -16.66156
H -12.15591 -13.98490 -15.40330
H -12.80722 -13.47838 -13.86697
C -15.84977 -14.18528 -4.88945
C -15.60067 -12.77732 -5.37640
C -14.99740 -11.86074 -4.32187
O -15.67958 -11.90489 -3.07142
C -14.97167 -11.23441 -2.02114
N -14.71464 -12.74253 -6.51824
H -16.58444 -14.76379 -5.49319
H -16.30500 -14.24160 -3.92397
H -14.88234 -14.70996 -4.87421
H -16.57421 -12.27550 -5.61254
H -15.00033 -10.83737 -4.66807
H -13.99895 -12.24850 -4.07084
H -14.67431 -10.22626 -2.26808
H -14.06644 -11.76948 -1.84667
H -15.59194 -11.26813 -1.11405
H -14.84597 -13.53217 -7.12282
H -14.86057 -11.91582 -7.14048
C -13.43076 -18.00370 -11.33565
C -14.93272 -18.27335 -11.55685
C -15.79349 -17.80890 -10.40673
O -15.40091 -18.54832 -9.22074
C -16.28322 -18.35915 -8.05696
N -15.40102 -17.56483 -12.83163
H -13.04790 -18.44205 -10.42902
H -13.15409 -16.91274 -11.34207
H -12.93102 -18.51870 -12.16071
H -15.17715 -19.35049 -11.74328
H -16.85983 -17.93887 -10.58669
H -15.55016 -16.75410 -10.17289
H -16.39888 -17.30648 -7.70040
H -15.69789 -18.89979 -7.34277
H -17.32675 -18.75211 -8.15292
H -15.57874 -16.60155 -12.65096
H -14.69967 -17.53483 -13.55795
C -17.55011 -14.63536 -9.12702
C -18.71072 -15.48759 -8.54663
C -19.31751 -14.95872 -7.30802
O -20.04017 -13.75179 -7.49406
C -19.85644 -12.76581 -6.50364
N -19.84549 -15.64887 -9.52664
H -17.86120 -13.60758 -9.36219
H -17.20475 -15.21701 -9.98648
H -16.74396 -14.57114 -8.41724
H -18.28776 -16.50571 -8.38798
H -18.48038 -14.72230 -6.60809
H -20.04529 -15.69583 -6.97046
H -20.47495 -11.90510 -6.61466
H -18.81412 -12.52588 -6.47995
H -20.07352 -13.08055 -5.52620
H -20.35282 -14.78666 -9.60915
H -19.34131 -15.82223 -10.41813
C -10.56688 -8.43805 -15.11322
C -10.74829 -9.70901 -14.25082
C -12.17477 -9.76511 -13.69140
O -13.07339 -9.93352 -14.76382
C -14.37518 -9.90492 -14.17263
N -10.51402 -10.87368 -15.10740
H -9.69676 -8.48978 -15.73806
H -10.49482 -7.56184 -14.50467
H -11.40491 -8.33014 -15.72326
H -9.94334 -9.76201 -13.47414
H -12.41624 -8.78081 -13.22797
H -12.23135 -10.66670 -13.04380
H -14.44749 -10.79126 -13.55939
H -15.05042 -9.99068 -14.97946
H -14.66032 -8.99796 -13.64880
H -11.19491 -10.78058 -15.85571
H -10.86253 -11.69626 -14.63897
```

Charge: -1


| no. | E (eV) | E_LUMO (eV) | Kohn-Sham gap (eV) |
| --- | --- | --- | --- |
| 1 | -71574.3729 | -3.7 | 7.2 |
| 2 | -55547.9287 | 0.6 | 8.9 |
| 3 | -57795.1966 | 2.0 | 7.2 |
| 4 | -61743.3829 | 2.5 | 8.9 |